Entry 1:
ORCA calculation (ωB97M-V/def2-TZVPD) on a structure of composition C10H24Br8N6O12 at a distorted geometry.

Calculated values
* total energy: -22218.3461 Ha
* charge: 0
* max |F|: 0.0808 hartree/bohr
* HOMO-LUMO gap: 10.13 eV
* E_HOMO: -10.06 eV

XYZ file:
```
60
Properties=species:S:1:pos:R:3:forces:R:3:mulliken_charge:R:1
C 1.350 -5.073 0.752 0.905 1.827 -0.209 -0.366
Br 2.228 -4.057 -0.681 0.252 -0.029 -0.208 -0.063
Br 0.703 -6.669 0.097 -0.346 -1.426 -0.263 -0.007
Br -0.087 -3.935 1.344 0.140 -0.208 0.614 -0.002
H 2.183 -5.178 1.454 -0.776 -0.138 0.202 0.360
C -0.734 5.352 1.580 0.998 -0.538 1.694 0.032
Br 0.106 5.529 -0.094 -0.282 0.046 -0.602 0.038
Br -2.560 5.793 1.785 -0.473 0.308 -0.427 -0.034
Br 0.347 6.304 2.945 -0.298 -0.088 -0.279 -0.090
H -0.650 4.320 1.925 -0.009 0.154 -0.428 0.015
C -3.860 -2.550 -1.655 0.217 -0.234 1.120 -0.781
N -2.467 -2.653 -1.039 -1.668 0.575 0.635 0.832
O -2.483 -2.423 0.169 0.617 -0.098 -0.630 -0.385
O -1.507 -2.945 -1.698 0.111 0.055 -0.100 -0.510
H -4.161 -1.502 -1.721 0.286 -0.151 0.311 0.225
H -4.496 -3.146 -0.977 0.228 0.536 -0.368 0.272
H -3.851 -2.972 -2.620 0.228 -0.526 -1.123 0.342
C 1.473 2.672 -4.077 0.979 -0.086 1.065 -0.736
N 0.060 2.884 -3.701 -0.504 -2.084 -0.487 1.010
O -0.315 3.922 -3.245 0.051 1.054 0.252 -0.533
O -0.665 1.897 -3.873 0.499 0.826 0.135 -0.536
H 2.034 3.595 -4.080 -0.215 0.352 0.187 0.297
H 1.512 2.238 -5.047 -0.214 -0.474 -0.665 0.310
H 1.923 1.982 -3.331 -0.475 0.410 -0.441 0.215
C 4.953 -1.453 -1.233 0.718 1.450 -0.429 -0.626
N 4.741 0.077 -1.141 1.384 -2.752 -0.151 0.881
O 5.557 0.643 -0.443 -1.060 0.912 -0.249 -0.535
O 3.900 0.495 -1.897 -0.335 1.506 0.321 -0.506
H 4.382 -1.703 -2.125 -0.486 -0.594 0.639 0.254
H 4.697 -1.879 -0.230 0.453 0.064 -1.198 0.202
H 6.012 -1.458 -1.601 -0.719 -0.594 1.108 0.322
C 1.877 -1.445 3.787 0.653 0.928 -0.104 -0.601
N 2.916 -2.074 2.879 -0.595 -2.019 1.938 0.988
O 3.381 -1.428 2.023 0.883 3.027 -2.703 -0.519
O 3.279 -3.225 3.050 -0.819 -0.427 0.975 -0.570
H 2.349 -0.571 4.308 -0.129 -1.072 -0.356 0.290
H 1.509 -2.207 4.451 -0.095 -0.105 0.170 0.288
H 1.107 -1.000 3.156 -0.007 -0.383 -0.124 0.129
C 0.968 -0.422 -0.419 0.556 -0.189 2.151 -0.556
N 0.593 0.981 -0.066 -1.310 -1.272 -0.761 0.940
O -0.042 1.141 0.947 0.173 0.306 1.047 -0.490
O 0.759 1.830 -0.904 0.646 0.641 -0.300 -0.461
H 1.964 -0.626 -0.025 -0.053 0.146 -0.004 0.127
H 0.955 -0.507 -1.443 0.091 0.005 -2.346 0.426
H 0.271 -1.138 0.007 -0.189 0.325 0.247 0.051
C -2.511 2.625 -1.468 -0.106 0.227 0.959 -0.658
N -2.810 1.205 -1.786 -0.264 0.208 0.947 1.015
O -3.768 0.943 -2.483 0.323 -0.121 0.066 -0.637
O -2.081 0.386 -1.238 -0.461 -0.107 -0.581 -0.361
H -3.256 3.118 -0.811 0.158 -0.948 -0.246 0.274
H -2.489 3.180 -2.366 0.132 0.369 -1.039 0.363
H -1.545 2.595 -0.987 0.139 0.279 0.054 0.026
Br -3.293 2.096 2.666 0.014 -0.114 -0.409 -0.170
C -2.579 0.346 3.202 1.208 1.223 0.893 -0.369
C -3.385 -0.792 2.669 1.274 0.092 -1.707 -0.135
Br -2.709 -2.379 3.562 -0.066 -0.201 -0.122 -0.196
H -2.631 0.467 4.289 -0.176 -0.551 -0.219 0.469
H -1.493 0.374 2.967 -0.897 -0.276 -0.339 -0.064
H -3.263 -0.926 1.539 -0.235 0.118 1.764 0.023
H -4.394 -0.652 2.954 -1.049 -0.166 0.129 0.479
```
Positions in Å, forces in eV/Å.



Entry 2:
ORCA calculation (ωB97M-V/def2-TZVPD) on a structure of composition C10H24CaO10SrV2 at a distorted geometry.

Calculated values
* total energy: -3742.4662 Ha
* charge: +4
* max |F|: 0.2439 hartree/bohr
* HOMO-LUMO gap: 3.06 eV
* E_HOMO: -19.77 eV

XYZ file:
```
48
Properties=species:S:1:pos:R:3:forces:R:3:mulliken_charge:R:1
O -26.888 -1.527 -33.332 -1.553 0.626 0.069 -0.386
V -28.439 -1.532 -33.185 1.066 0.547 -3.488 1.325
O -29.058 -0.443 -34.193 1.055 -2.088 2.093 -0.448
O -31.996 -4.863 -34.875 -0.104 3.817 0.862 -0.432
V -31.921 -3.273 -34.590 1.355 -2.147 -5.294 1.511
O -31.854 -2.530 -36.021 -0.054 -2.034 3.867 -0.396
Sr -32.071 -3.198 -30.073 -0.755 -0.834 -0.040 1.935
Ca -28.187 -3.548 -30.082 3.713 -2.850 -0.884 1.474
C -29.556 -3.933 -32.623 4.029 4.305 -1.436 1.130
O -30.081 -3.958 -31.552 -8.626 -1.997 8.881 -0.609
O -29.969 -3.278 -33.585 -5.475 1.521 -5.405 -0.919
O -28.351 -3.728 -32.475 6.911 -0.318 0.114 -0.296
C -29.120 -7.577 -30.574 0.127 -0.340 0.031 -0.770
C -27.842 -7.133 -29.827 -0.213 -0.575 -1.759 0.225
C -26.661 -8.084 -30.103 -0.205 0.299 -0.200 -1.253
O -27.470 -5.834 -30.404 -1.019 2.028 2.122 -0.193
H -29.189 -7.287 -31.622 0.923 0.004 -0.243 0.071
H -30.062 -7.157 -30.219 -0.128 -0.159 0.842 0.188
H -29.146 -8.667 -30.577 -0.476 0.023 0.211 0.412
H -28.045 -6.982 -28.766 0.265 0.029 -0.017 0.424
H -25.719 -7.550 -29.981 0.011 -0.199 0.713 0.326
H -26.602 -8.389 -31.148 -0.529 0.064 -0.201 0.246
H -26.727 -9.014 -29.537 0.168 0.256 0.272 0.487
H -27.236 -5.988 -31.322 0.513 -0.521 -1.447 0.438
C -24.609 -3.566 -32.542 -0.716 -0.013 -0.880 -1.163
C -24.580 -4.015 -31.076 2.405 0.015 -2.368 0.845
C -23.254 -3.712 -30.435 -0.358 -0.222 0.847 -1.558
O -25.623 -3.361 -30.388 -3.623 0.348 1.346 -0.389
H -24.476 -2.494 -32.686 0.178 0.155 0.449 0.447
H -25.549 -3.797 -33.044 -0.549 -0.060 0.381 -0.027
H -23.943 -4.019 -33.276 0.677 -0.338 0.751 0.432
H -24.621 -5.101 -30.992 -1.111 0.041 -0.006 -0.067
H -22.479 -4.135 -31.075 0.191 0.277 0.279 0.376
H -23.290 -4.232 -29.478 0.563 -0.045 0.107 0.423
H -23.109 -2.658 -30.199 0.240 0.155 -0.447 0.462
H -25.383 -2.506 -30.023 1.082 0.069 -0.125 0.310
C -28.445 -6.825 -34.634 0.590 -0.183 -1.451 -1.257
C -27.178 -7.280 -33.944 0.309 -1.039 -0.760 0.648
C -25.939 -7.589 -34.806 -0.613 -0.396 -0.187 -1.601
O -26.887 -6.284 -33.005 0.247 1.139 1.886 -0.663
H -29.289 -6.601 -33.982 -0.025 -0.254 0.428 0.077
H -28.761 -7.545 -35.388 -0.194 0.029 0.066 0.450
H -28.189 -5.918 -35.182 -0.119 0.301 -0.260 0.450
H -27.389 -8.235 -33.462 -0.060 0.115 0.594 0.328
H -25.149 -8.083 -34.241 -0.312 -0.133 0.358 0.388
H -25.409 -6.775 -35.301 -0.653 0.336 -0.158 0.326
H -26.320 -8.317 -35.521 0.468 0.018 -0.397 0.438
H -27.292 -5.484 -33.348 0.384 0.229 -0.118 -0.164
```
Positions in Å, forces in eV/Å.



Entry 3:
ORCA calculation (ωB97M-V/def2-TZVPD) on a structure of composition C10H24MgN6O7 at a distorted geometry.

Calculated values
* total energy: -1450.5494 Ha
* charge: 0
* max |F|: 0.1151 hartree/bohr
* HOMO-LUMO gap (spin up / spin down): 4.55 / 4.55 eV
* E_HOMO (spin up / spin down): -5.62 / -5.62 eV

XYZ file:
```
48
Properties=species:S:1:pos:R:3:forces:R:3:mulliken_charge:R:1
O -0.049 0.078 -2.576 -3.682 0.563 0.926 -0.593
H 0.115 0.626 -3.360 -0.307 0.296 0.515 0.227
Mg -0.169 0.029 -0.627 4.917 -0.203 3.286 1.459
N 0.254 2.179 0.107 2.825 0.106 -1.987 0.576
N 1.975 0.711 -1.146 -0.086 2.872 1.541 0.852
N -1.553 -1.493 0.444 -0.217 -2.105 -0.184 0.108
N 0.368 -2.051 -1.124 -0.672 -2.364 -0.400 0.599
O -0.500 2.728 0.997 -2.094 0.852 1.639 -1.066
O -2.305 -1.393 1.604 -0.276 0.563 -0.111 -0.599
O 1.434 -2.338 -1.922 -0.772 0.441 0.666 -0.565
O 2.759 -0.041 -1.821 0.604 -1.532 -1.131 -0.997
C 2.351 1.988 -0.941 -0.360 -2.909 -0.901 0.326
C 1.419 2.785 -0.204 -2.712 -1.035 0.783 -0.001
C -1.578 -2.721 -0.051 -0.223 2.332 1.568 0.225
C -0.483 -3.046 -0.948 1.665 1.663 -1.002 0.395
C 1.751 4.156 0.273 -0.051 0.121 0.246 -1.681
H 2.461 4.114 1.111 -0.106 0.115 -0.090 0.270
H 0.843 4.661 0.612 0.128 -0.119 0.011 0.343
H 2.215 4.742 -0.529 -0.046 -0.091 0.139 0.446
C 3.658 2.461 -1.464 0.153 0.214 -0.092 -1.491
H 3.652 2.444 -2.562 0.160 -0.072 0.129 0.257
H 4.463 1.802 -1.121 -0.094 0.053 -0.175 0.301
H 3.872 3.480 -1.136 0.030 -0.095 -0.046 0.398
C -2.555 -3.725 0.449 -0.090 -0.313 0.022 -1.465
C -0.329 -4.402 -1.549 0.003 -0.018 -0.139 -1.613
H -3.440 -3.212 0.835 0.201 -0.194 -0.063 0.424
H -2.120 -4.320 1.265 -0.103 0.124 -0.147 0.284
H -2.843 -4.412 -0.355 0.091 0.111 0.188 0.414
H 0.427 -4.365 -2.338 -0.176 -0.080 0.197 0.402
H -1.286 -4.735 -1.966 0.202 -0.005 0.022 0.382
H -0.024 -5.133 -0.788 -0.021 0.119 -0.155 0.284
H -1.905 -0.612 2.098 -0.280 -0.452 -0.553 0.473
H 1.956 -1.454 -1.908 0.619 0.360 -0.142 0.453
C -1.658 0.680 -1.761 -0.248 0.836 -4.764 -0.725
H -1.495 1.682 -1.351 0.354 -0.348 0.161 0.404
H -2.131 -0.094 -1.139 0.655 -0.054 -0.288 0.324
H -2.138 0.726 -2.726 -0.548 0.101 0.209 0.403
O -3.438 2.964 1.766 0.257 -0.253 -0.526 -0.649
H -3.933 2.414 1.139 0.170 0.255 0.294 0.289
H -2.552 3.057 1.354 -0.134 -0.089 0.214 0.359
N 1.012 -0.924 3.397 0.211 0.143 0.154 -0.471
C 0.413 -0.203 2.416 0.167 -0.141 -1.118 0.437
N -0.743 0.480 2.768 0.335 0.031 0.338 -0.504
O 0.812 -0.262 1.241 -0.484 -0.185 1.546 -0.673
H 0.821 -0.716 4.366 0.138 -0.056 -0.207 0.202
H 1.920 -1.304 3.167 -0.208 0.009 0.043 0.281
H -0.858 1.361 2.237 0.163 0.364 -0.411 0.282
H -0.867 0.607 3.767 -0.058 0.067 -0.203 0.215
```
Positions in Å, forces in eV/Å.